Entry one
The following is a quantum chemistry calculation of 4 unconnected molecules or ions with the total composition C3H13NO3, from the OMol25 dataset.

Geometry (Å):
C (0.5133, -0.8511, 1.0844)
C (0.2750, 0.1033, 0.1675)
C (0.7825, 1.5043, 0.2998)
N (-0.5356, -0.1046, -0.9287)
H (0.2906, -1.8966, 0.8881)
H (1.1588, -0.6017, 1.9128)
H (1.4179, 1.5516, 1.1759)
H (1.3450, 1.8430, -0.5648)
H (-0.0453, 2.1961, 0.4694)
H (-0.5367, 0.5024, -1.7417)
H (-0.8055, -1.0493, -1.1677)
O (-1.8072, -2.9686, -0.8017)
H (-1.7047, -3.4037, 0.0523)
H (-2.6447, -3.3332, -1.1132)
O (0.7117, 1.0912, -3.7563)
H (1.4054, 1.7220, -3.5335)
H (1.0340, 0.2332, -3.4618)
O (-0.2670, 1.5452, 3.5883)
H (-0.2524, 1.1222, 4.4533)
H (-0.3351, 0.7941, 2.9776)

Summary:
* gap between HOMO and LUMO: 8.52 eV
* SMILES: C=C(C)N.O.O.O
* HOMO level: -7.90 eV
* E_LUMO: 0.62 eV

The computed natural (NBO) charges, all in e, follow: C -0.597; C 0.225; C -0.656; N -0.833; H 0.194; H 0.197; H 0.228; H 0.209; H 0.228; H 0.395; H 0.403; O -0.944; H 0.475; H 0.475; O -0.944; H 0.473; H 0.474; O -0.947; H 0.465; H 0.478

=====

Entry two
The following is a quantum chemistry calculation of 4 unconnected molecules or ions with the total composition C3H13NO3, from the OMol25 dataset.

Geometry (Å):
C (3.1250, -0.2438, -1.7054)
C (1.8868, -0.3658, -0.7554)
C (1.4597, -1.5515, -0.3010)
N (0.1556, -1.9814, -0.0405)
H (3.1663, -1.0905, -2.4666)
H (3.0836, 0.5714, -2.4062)
H (4.1460, -0.2430, -1.2510)
H (1.1871, 0.5296, -0.7942)
H (2.0998, -2.3910, 0.0247)
H (0.0648, -2.8400, 0.4856)
H (-0.4244, -1.3030, 0.4608)
O (-1.9130, -0.1050, 2.8425)
H (-2.4876, -0.8429, 2.6829)
H (-2.5705, 0.6553, 2.9811)
O (-1.1372, 1.9153, -0.9169)
H (-0.4306, 1.2421, -0.9139)
H (-1.7274, 1.3665, -1.5223)
O (-3.5207, 1.9810, 1.0913)
H (-3.4844, 2.6639, 1.8476)
H (-2.6788, 2.0329, 0.6567)

Summary:
* gap between HOMO and LUMO: 8.90 eV
* SMILES: C/C=C/N.O.O.O
* HOMO level: -8.27 eV
* E_LUMO: 0.63 eV

The computed natural (NBO) charges, all in e, follow: C -0.639; C -0.300; C 0.022; N -0.815; H 0.208; H 0.220; H 0.213; H 0.159; H 0.186; H 0.370; H 0.379; O -0.948; H 0.465; H 0.481; O -0.939; H 0.468; H 0.472; O -0.961; H 0.466; H 0.493

=====

Entry three
The following is a quantum chemistry calculation of 3 unconnected molecules or ions with the total composition C3H13NO3, from the OMol25 dataset.

Geometry (Å):
C (1.3109, 2.4265, -2.2320)
C (1.0941, 1.4624, -1.0738)
N (1.1463, 0.0900, -1.4738)
C (0.3417, -0.9617, -0.9654)
O (0.5083, -1.1624, 0.4502)
H (1.0306, 3.4326, -1.8988)
H (0.6417, 2.1805, -3.0675)
H (2.3325, 2.4667, -2.5615)
H (1.8239, 1.7201, -0.3072)
H (0.1072, 1.6949, -0.6612)
H (1.8297, -0.1466, -2.1756)
H (0.7004, -1.8673, -1.4460)
H (-0.7162, -0.7601, -1.1505)
H (0.7607, -0.2869, 0.7575)
O (-0.8870, -0.8914, 3.5986)
H (-1.1123, -0.1365, 4.1539)
H (-0.0124, -0.6648, 3.2624)
O (-2.9180, -0.7388, 0.7581)
H (-2.3089, -0.2110, 1.3021)
H (-2.3653, -1.4489, 0.4214)

Summary:
* gap between HOMO and LUMO: 9.44 eV
* SMILES: CCNCO.O.O
* HOMO level: -8.97 eV
* E_LUMO: 0.47 eV

The computed natural (NBO) charges, all in e, follow: C -0.608; C -0.222; N -0.672; C 0.096; O -0.738; H 0.212; H 0.211; H 0.204; H 0.164; H 0.188; H 0.383; H 0.179; H 0.144; H 0.457; O -0.930; H 0.465; H 0.467; O -0.944; H 0.474; H 0.471

=====

Relative energies, in eV, with the most stable structure set to zero: entry one 0.000; entry two 1.300; entry three 0.397.

=====

Entry one
The following is a quantum chemistry calculation of 2 unconnected molecules or ions with the total composition C4H9N2, from the OMol25 dataset.

Geometry (Å):
C (-2.1926, 0.0770, 0.1704)
C (-0.1087, -0.5465, -0.9863)
C (0.2474, 0.9377, 0.4020)
C (2.2369, 0.3450, -0.9336)
N (1.0310, 0.2167, -0.5894)
N (-0.9263, 0.1923, -0.1069)
H (-2.6224, 0.7373, 0.8777)
H (-2.8329, -0.7307, -0.1464)
H (-0.2713, -1.3041, -1.6265)
H (-0.1023, -1.4472, 1.4969)
H (0.6092, 0.6563, 1.3397)
H (0.0251, 1.9448, 0.2609)
H (2.5872, -0.2494, -1.7431)
H (2.8247, 1.0163, -0.3661)
H (-0.5051, -1.8454, 1.9505)

Summary:
* gap between HOMO and LUMO: 7.85 eV
* HOMO level: -12.30 eV
* E_LUMO: -4.45 eV
* total charge: +1

The computed natural (NBO) charges, all in e, follow: C -0.090; C -0.026; C -0.014; C -0.065; N -0.211; N -0.217; H 0.216; H 0.238; H 0.240; H -0.064; H 0.243; H 0.240; H 0.232; H 0.221; H 0.058

=====

Entry two
The following is a quantum chemistry calculation of a gas-phase ion, C4H9N2 (charge +1), from the OMol25 dataset.

Geometry (Å):
C (-0.9063, 0.5829, -1.4952)
C (-0.3403, -0.0377, -0.5356)
C (-0.4911, -1.5446, -0.4452)
C (0.3702, 0.7190, 0.5894)
N (0.1807, 1.8895, 1.2070)
N (1.2704, -0.1409, 1.0498)
H (-1.3784, -0.0455, -2.2044)
H (-0.7925, 1.5832, -1.6912)
H (-0.1728, -2.0275, 0.5402)
H (0.1669, -1.9377, -1.3342)
H (-1.4630, -1.9061, -0.7284)
H (-0.5448, 2.4314, 0.7442)
H (0.7589, 2.0695, 1.9271)
H (1.4417, -0.8084, 0.3462)
H (1.8671, -0.1393, 1.8716)

Summary:
* gap between HOMO and LUMO: 10.67 eV
* SMILES: C=C(C)C(N)=[NH2+]
* HOMO level: -14.83 eV
* E_LUMO: -4.16 eV
* total charge: +1

The computed natural (NBO) charges, all in e, follow: C -0.261; C -0.106; C -0.677; C 0.552; N -0.700; N -0.717; H 0.223; H 0.210; H 0.244; H 0.246; H 0.266; H 0.444; H 0.422; H 0.420; H 0.434

=====

Entry three
The following is a quantum chemistry calculation of 2 unconnected molecules or ions with the total composition C4H9N2, from the OMol25 dataset.

Geometry (Å):
C (-2.8734, -0.7411, 0.0100)
C (-0.0584, 0.0864, 0.6522)
C (1.0387, -0.6811, 0.4249)
C (2.1485, -0.3302, -0.4745)
N (-2.8337, 0.2381, -0.5519)
N (-0.5034, 1.1698, -0.1746)
H (-3.0290, -1.4401, 0.6869)
H (-0.7591, -0.1764, 1.3516)
H (1.3373, -1.4371, 1.0881)
H (3.0017, -0.3234, 0.1837)
H (2.0368, 0.5824, -1.0911)
H (2.4500, -1.2465, -1.0365)
H (0.2140, 1.3557, -0.8886)
H (-0.6939, 2.0128, 0.2957)
H (-1.4759, 0.9307, -0.4758)

Summary:
* gap between HOMO and LUMO: 11.22 eV
* HOMO level: -14.40 eV
* E_LUMO: -3.18 eV
* total charge: +1

The computed natural (NBO) charges, all in e, follow: C 0.227; C -0.116; C -0.087; C -0.678; N -0.370; N -0.703; H 0.234; H 0.206; H 0.238; H 0.264; H 0.206; H 0.264; H 0.441; H 0.430; H 0.444

=====

Entry four
The following is a quantum chemistry calculation of a gas-phase ion, C4H9N2 (charge +1), from the OMol25 dataset.

Geometry (Å):
C (-2.0641, 0.6011, 0.0846)
C (-1.4974, -0.7978, 0.0030)
C (0.6569, 0.4433, -0.6262)
C (1.6516, 1.0937, 0.2294)
N (-1.4711, 1.6518, -0.1116)
N (0.0228, -0.7667, -0.1458)
H (-3.1333, 0.5765, 0.3164)
H (-1.7482, -1.3681, 0.9010)
H (-1.9433, -1.3037, -0.8578)
H (0.5810, 0.6335, -1.6827)
H (1.3358, 1.1201, 1.2708)
H (1.8313, 2.1123, -0.1107)
H (2.6162, 0.5755, 0.2020)
H (0.4237, -0.9730, 0.7787)
H (0.2462, -1.5492, -0.7732)

Summary:
* gap between HOMO and LUMO (spin up / spin down): 9.55 / 8.78 eV
* HOMO level (spin up / spin down): -14.11 / -13.46 eV
* E_LUMO (spin up / spin down): -4.57 / -4.68 eV
* total charge: +1

The computed natural (NBO) charges, all in e, follow: C -0.052; C -0.268; C 0.095; C -0.708; N -0.173; N -0.549; H 0.246; H 0.253; H 0.254; H 0.231; H 0.237; H 0.282; H 0.251; H 0.447; H 0.454

=====

Relative energies, in eV, with the most stable structure set to zero: entry one 3.907; entry two 0.000; entry three 1.210; entry four 2.702.

=====

Entry one
The following is a quantum chemistry calculation of 2 unconnected molecules or ions with the total composition C4H9N2, from the OMol25 dataset.

Geometry (Å):
C (-0.3953, 1.7830, 1.1609)
C (-0.9655, 1.1505, -0.0165)
C (1.9914, -1.3129, 0.6630)
C (-1.1840, -0.9341, -1.4788)
N (-0.5788, -0.0103, -0.4606)
N (2.9985, -1.8532, 0.7004)
H (0.7094, 1.6116, 1.1710)
H (-0.4834, 2.9606, 1.3481)
H (-1.8460, 1.6097, -0.4238)
H (0.4215, -0.5019, -0.1899)
H (-1.2588, -1.8915, -1.0601)
H (-2.0978, -0.6588, -1.9016)
H (-0.3899, -1.0230, -2.2246)
H (3.9096, -2.3325, 0.6522)
H (-0.8309, 1.4028, 2.0601)

Summary:
* gap between HOMO and LUMO: 11.89 eV
* HOMO level: -16.01 eV
* E_LUMO: -4.12 eV
* total charge: +1

The computed natural (NBO) charges, all in e, follow: C -0.727; C 0.292; C 0.252; C -0.410; N -0.460; N -0.629; H 0.258; H 0.282; H 0.222; H 0.451; H 0.235; H 0.235; H 0.230; H 0.483; H 0.285

=====

Entry two
The following is a quantum chemistry calculation of a gas-phase ion, C4H9N2 (charge +1), from the OMol25 dataset.

Geometry (Å):
C (1.1448, 1.2459, 0.6883)
C (1.0598, -0.0295, 0.0100)
N (0.0532, -1.0021, 0.7652)
C (-0.2068, -0.4124, -0.6036)
C (-1.5355, 0.1409, -1.0262)
N (-0.8674, -0.9741, -1.6872)
H (0.1213, 1.5618, 1.0582)
H (1.5324, 2.1080, 0.2069)
H (1.7300, 1.0592, 1.6371)
H (1.9685, -0.3809, -0.3507)
H (0.4712, -1.8223, 0.9448)
H (-0.2787, -0.4769, 1.6000)
H (-2.2880, -0.2822, -0.3287)
H (-1.6163, 1.1162, -1.5509)
H (-1.2885, -1.8516, -1.3632)

Summary:
* gap between HOMO and LUMO: 11.66 eV
* SMILES: C[C@H]1[NH2+][C@@]12CN2
* HOMO level: -14.93 eV
* E_LUMO: -3.27 eV
* total charge: +1

The computed natural (NBO) charges, all in e, follow: C -0.649; C -0.003; N -0.554; C 0.224; C -0.236; N -0.507; H 0.220; H 0.278; H 0.244; H 0.257; H 0.427; H 0.442; H 0.218; H 0.256; H 0.384

=====

Relative energies, in eV, with the most stable structure set to zero: entry one 0.000; entry two 1.199.

=====

Entry one
The following is a quantum chemistry calculation of a molecular structure, C4H9N2, from the OMol25 dataset.

Geometry (Å):
C (0.4737, -1.4042, -0.4512)
C (-0.8134, -0.2742, 0.4708)
C (-1.5416, 0.8295, -0.2909)
C (1.7230, 0.7677, 0.4075)
N (-0.7456, -1.8267, -0.1384)
N (0.6361, -0.2008, 0.1238)
H (1.3166, -1.8800, -1.0923)
H (-1.1053, -2.6715, -0.6822)
H (-0.8653, 1.6583, -0.1185)
H (-2.3446, 0.9429, 0.4151)
H (-1.8201, 0.8709, -1.3562)
H (1.7758, 0.8327, 1.4949)
H (1.6168, 1.8422, -0.0721)
H (2.5876, 0.2844, -0.0114)
H (-0.8939, 0.2288, 1.3010)

Summary:
* gap between HOMO and LUMO: 11.27 eV
* HOMO level: -14.92 eV
* E_LUMO: -3.65 eV
* total charge: +1

The computed natural (NBO) charges, all in e, follow: C 0.354; C 0.212; C -0.630; C -0.416; N -0.566; N -0.363; H 0.244; H 0.482; H 0.234; H 0.235; H 0.259; H 0.238; H 0.248; H 0.242; H 0.226

=====

Entry two
The following is a quantum chemistry calculation of 2 unconnected molecules or ions with the total composition C4H9N2, from the OMol25 dataset.

Geometry (Å):
C (-0.7890, 0.1750, 0.7557)
C (-1.3617, -0.2605, -0.3599)
C (-2.3969, 1.1556, 2.0577)
N (-1.4374, 0.3436, 1.9758)
H (0.2630, 0.4613, 0.8215)
H (-2.3864, -0.6000, -0.3045)
H (-0.8624, -0.3643, -1.3115)
H (-2.9078, 1.2587, 3.0092)
H (-2.7462, 1.7476, 1.2065)
C (3.0648, -0.7280, -1.2315)
N (1.8219, -0.5346, -1.4126)
H (3.5906, -1.4413, -1.8514)
H (3.5643, -0.2307, -0.4083)
H (1.2386, -0.0543, -0.7276)
H (1.3446, -0.9279, -2.2190)

Summary:
* gap between HOMO and LUMO: 6.70 eV
* HOMO level: -12.59 eV
* E_LUMO: -5.88 eV
* total charge: +1

The computed natural (NBO) charges, all in e, follow: C -0.016; C -0.469; C 0.004; N -0.416; H 0.152; H 0.232; H 0.170; H 0.195; H 0.161; C 0.171; N -0.567; H 0.241; H 0.240; H 0.455; H 0.448

=====

Relative energies, in eV, with the most stable structure set to zero: entry one 1.106; entry two 0.000.